[1]
{
  "formula": "C25H30N4O3S",
  "method": "wB97M-V/def2-TZVPD",
  "elements": ["C", "C", "O", "C", "O", "C", "N", "C", "C", "C", "C", "O", "C", "C", "C", "C", "N", "C", "S", "N", "C", "C", "N", "C", "C", "C", "C", "C", "C", "C", "C", "C", "C", "H", "H", "H", "H", "H", "H", "H", "H", "H", "H", "H", "H", "H", "H", "H", "H", "H", "H", "H", "H", "H", "H", "H", "H", "H", "H", "H", "H", "H", "H"],
  "positions_angstrom": [[-0.567, -4.394, -0.377], [0.098, -4.030, 0.943], [1.327, -3.336, 0.745], [1.234, -2.011, 0.506], [0.176, -1.426, 0.424], [2.542, -1.414, 0.318], [3.681, -2.180, 0.197], [4.739, -1.375, -0.074], [6.083, -1.676, -0.288], [6.940, -0.637, -0.544], [6.497, 0.703, -0.590], [7.482, 1.613, -0.849], [7.139, 2.976, -0.881], [5.169, 1.013, -0.385], [4.280, -0.037, -0.124], [2.883, -0.079, 0.138], [2.021, 1.001, 0.199], [1.110, 1.187, 1.216], [1.339, 0.471, 2.686], [0.107, 2.064, 0.971], [-0.388, 2.307, -0.372], [-1.420, 1.232, -0.724], [-2.508, 1.285, 0.241], [-3.575, 0.384, -0.091], [-3.357, -0.986, -0.178], [-4.400, -1.832, -0.499], [-5.660, -1.311, -0.732], [-5.894, 0.054, -0.646], [-7.267, 0.600, -0.899], [-4.843, 0.915, -0.322], [-5.070, 2.393, -0.222], [-2.016, 1.073, 1.595], [-0.983, 2.150, 1.924], [-1.470, -4.966, -0.182], [0.106, -4.990, -0.989], [-0.833, -3.492, -0.923], [0.367, -4.925, 1.508], [-0.569, -3.402, 1.543], [3.696, -3.175, 0.337], [6.437, -2.694, -0.252], [7.990, -0.813, -0.715], [8.068, 3.510, -1.077], [6.725, 3.309, 0.076], [6.423, 3.192, -1.682], [4.808, 2.029, -0.408], [2.274, 1.801, -0.363], [0.418, 2.297, -1.105], [-0.859, 3.294, -0.376], [-1.836, 1.419, -1.718], [-0.908, 0.259, -0.726], [-2.370, -1.382, 0.009], [-4.233, -2.897, -0.568], [-6.476, -1.975, -0.983], [-7.963, -0.202, -1.133], [-7.254, 1.301, -1.733], [-7.635, 1.134, -0.024], [-4.136, 2.887, 0.027], [-5.807, 2.615, 0.548], [-5.444, 2.788, -1.165], [-2.863, 1.138, 2.282], [-1.534, 0.092, 1.713], [-0.589, 2.004, 2.930], [-1.428, 3.145, 1.841]],
  "lumo_ev": 0.35,
  "largest_force_ev_per_a": 0.98,
  "spin_multiplicity": 1,
  "charge": 0
}

=====

[2]
{
  "formula": "C19H32CoNP",
  "method": "wB97M-V/def2-TZVPD",
  "elements": ["C", "C", "C", "C", "C", "C", "C", "C", "N", "Co", "C", "P", "H", "H", "H", "H", "H", "H", "H", "H", "C", "C", "H", "C", "C", "H", "H", "H", "H", "H", "H", "H", "H", "H", "H", "H", "H", "H", "H", "C", "C", "C", "C", "C", "C", "H", "H", "H", "H", "H", "H", "H", "H", "H"],
  "positions_angstrom": [[-2.347, -0.226, -3.918], [-2.255, -1.168, -2.894], [-1.587, -0.856, -1.692], [-1.165, 0.459, -1.492], [-1.113, 1.352, -2.562], [-1.742, 1.025, -3.772], [-1.300, -1.942, -0.703], [-0.587, -3.151, -1.368], [0.656, -2.841, -2.020], [-0.858, 1.319, 0.314], [-0.375, 2.645, -2.361], [0.496, 2.536, -0.716], [-2.695, -2.161, -3.019], [-1.759, 1.756, -4.581], [-2.864, -0.478, -4.844], [-1.050, 3.513, -2.301], [0.374, 2.848, -3.137], [-0.729, -1.551, 0.151], [-2.247, -2.315, -0.281], [-0.358, -3.892, -0.580], [0.954, 4.220, -0.305], [2.065, 1.688, -1.055], [-1.257, -3.612, -2.109], [0.784, -2.845, -3.442], [1.777, -2.430, -1.226], [-0.660, 2.493, 1.423], [1.522, -3.596, -3.776], [-0.188, -3.075, -3.897], [1.124, -1.860, -3.806], [2.356, -3.302, -0.860], [2.453, -1.797, -1.820], [1.438, -1.866, -0.340], [2.804, 2.417, -1.403], [2.403, 1.234, -0.117], [1.925, 0.895, -1.800], [1.003, 4.830, -1.216], [0.205, 4.631, 0.381], [1.928, 4.198, 0.199], [-1.441, 2.466, 1.340], [-2.025, -1.267, 4.454], [-0.684, -1.510, 3.757], [0.449, -1.243, 4.746], [-0.616, -2.971, 3.306], [-0.557, -0.652, 2.579], [-0.603, 0.212, 1.695], [-2.144, -1.966, 5.289], [-2.853, -1.416, 3.754], [-2.080, -0.245, 4.849], [0.348, -1.922, 5.601], [1.424, -1.411, 4.278], [0.416, -0.213, 5.118], [-1.408, -3.190, 2.581], [0.353, -3.188, 2.843], [-0.747, -3.628, 4.173]],
  "lumo_ev": [0.57, -0.33],
  "s_squared": 3.7765,
  "largest_force_ev_per_a": 5.09,
  "spin_multiplicity": 4,
  "charge": 0
}

=====

[3]
{
  "formula": "C5H13NO2",
  "method": "wB97M-V/def2-TZVPD",
  "elements": ["C", "C", "C", "C", "C", "N", "O", "O", "H", "H", "H", "H", "H", "H", "H", "H", "H", "H", "H", "H", "H"],
  "positions_angstrom": [[-0.499, 0.389, -0.214], [-0.144, -0.928, 0.170], [-1.205, 0.637, -1.516], [-0.010, 1.577, 0.543], [0.562, -1.300, 1.438], [1.409, -0.623, -1.026], [2.456, 0.161, -0.458], [-1.960, -0.363, 0.974], [2.981, -0.485, 0.029], [-2.628, -0.772, 0.408], [1.202, -0.119, -1.887], [-0.542, -1.742, -0.421], [-0.238, 1.462, 1.601], [-1.418, -0.286, -2.054], [-2.146, 1.148, -1.307], [-0.613, 1.296, -2.156], [1.075, 1.663, 0.429], [-0.478, 2.490, 0.178], [1.114, -0.463, 1.861], [1.260, -2.114, 1.241], [-0.178, -1.628, 2.165]],
  "lumo_ev": [0.83, 0.83],
  "largest_force_ev_per_a": 2.75,
  "spin_multiplicity": 1,
  "charge": 0
}

=====

Relative energy (zero: lowest compared OMol25 entry of this formula, charge and spin) (computed, kcal/mol): 19.4 0.0 144.8